DFT (ωB97M-V with the def2-TZVPD basis set) results for a molecular structure, C31H78AlO9.

total charge	-1
energy above the lowest of the compared OMol25 structures with the same formula, charge and spin	526.6	kJ/mol

Positions of all 119 atoms, in Å:
C1 10.476 0.460 -3.809
C2 10.930 1.329 -2.635
C3 10.518 2.808 -2.682
C4 9.193 3.151 -3.355
O1 8.096 2.887 -2.535
Al1 7.017 1.472 -2.784
C5 7.469 -0.088 -1.577
C6 6.857 0.914 -4.714
C7 5.172 2.110 -2.144
O2 4.296 1.051 -1.670
O3 4.074 0.178 -2.793
H1 11.183 -0.355 -3.979
H2 9.499 0.015 -3.630
H3 10.418 1.032 -4.736
H4 12.022 1.282 -2.589
H5 10.577 0.888 -1.701
H6 11.322 3.404 -3.127
H7 10.396 3.168 -1.655
H8 9.227 4.227 -3.584
H9 9.107 2.640 -4.323
H10 8.519 -0.157 -1.285
H11 6.881 0.026 -0.658
H12 7.168 -1.042 -2.027
H13 6.135 1.556 -5.229
H14 7.785 0.923 -5.295
H15 6.460 -0.106 -4.754
H16 5.235 2.773 -1.275
H17 4.641 2.633 -2.953
H18 4.531 -0.612 -2.489
C8 4.177 5.921 -7.404
C9 5.478 5.195 -7.706
O4 5.452 3.817 -7.408
C10 4.493 3.035 -8.087
C11 4.641 3.043 -9.601
H19 3.901 5.784 -6.358
H20 4.296 6.989 -7.596
H21 3.353 5.564 -8.024
H22 6.275 5.594 -7.079
H23 5.775 5.366 -8.750
H24 3.476 3.332 -7.803
H25 4.648 2.027 -7.705
H26 4.477 4.035 -10.027
H27 3.911 2.366 -10.046
H28 5.640 2.712 -9.886
C12 2.151 1.770 1.095
C13 2.392 0.286 0.898
O5 2.828 -0.395 2.071
C14 1.947 -0.352 3.170
C15 0.579 -0.953 2.890
H29 3.060 2.256 1.453
H30 1.880 2.218 0.139
H31 1.347 1.976 1.806
H32 3.186 0.153 0.167
H33 1.495 -0.198 0.492
H34 1.836 0.674 3.545
H35 2.447 -0.924 3.954
H36 0.044 -0.396 2.120
H37 -0.033 -0.943 3.794
H38 0.681 -1.985 2.550
C16 -2.241 -2.255 -0.848
C17 -2.502 -2.049 0.633
O6 -3.834 -2.316 1.036
C18 -4.310 -3.631 0.822
C19 -3.502 -4.715 1.515
H39 -2.916 -1.640 -1.445
H40 -1.215 -1.972 -1.084
H41 -2.373 -3.296 -1.148
H42 -2.339 -1.001 0.889
H43 -1.795 -2.634 1.232
H44 -4.389 -3.844 -0.252
H45 -5.325 -3.625 1.222
H46 -2.482 -4.776 1.135
H47 -3.976 -5.684 1.355
H48 -3.453 -4.526 2.589
C20 -8.516 -2.262 0.729
C21 -8.390 -3.758 0.490
O7 -7.932 -4.482 1.616
C22 -8.733 -4.398 2.783
C23 -10.151 -4.911 2.602
H49 -7.562 -1.848 1.059
H50 -8.809 -1.764 -0.195
H51 -9.268 -2.028 1.484
H52 -7.639 -3.937 -0.281
H53 -9.335 -4.169 0.117
H54 -8.742 -3.375 3.175
H55 -8.209 -5.010 3.518
H56 -10.717 -4.312 1.888
H57 -10.678 -4.875 3.555
H58 -10.143 -5.943 2.248
C24 -5.534 -3.044 7.780
C25 -6.464 -3.439 6.646
O8 -6.833 -2.370 5.797
C26 -5.765 -1.719 5.128
C27 -4.940 -2.610 4.219
H59 -5.981 -2.252 8.383
H60 -5.348 -3.906 8.422
H61 -4.569 -2.690 7.416
H62 -7.407 -3.806 7.054
H63 -6.026 -4.261 6.066
H64 -5.116 -1.206 5.849
H65 -6.242 -0.943 4.528
H66 -4.414 -3.395 4.766
H67 -4.195 -2.010 3.696
H68 -5.576 -3.084 3.469
C28 -5.749 3.753 4.304
C29 -4.292 3.596 4.705
O9 -3.904 2.261 4.968
C30 -4.039 1.353 3.889
C31 -3.222 1.709 2.659
H69 -6.404 3.337 5.072
H70 -5.986 4.811 4.182
H71 -5.972 3.254 3.360
H72 -4.108 4.125 5.641
H73 -3.639 4.048 3.949
H74 -5.095 1.225 3.624
H75 -3.696 0.397 4.286
H76 -3.540 2.650 2.209
H77 -3.338 0.927 1.907
H78 -2.165 1.793 2.912

DFT (ωB97M-V with the def2-TZVPD basis set) results for 14 unconnected molecules or ions with the total composition C31H79ClN3O15.

total charge	+1

Positions of all 129 atoms, in Å:
C1 1.108 6.813 1.120
C2 0.984 7.248 -0.385
C3 1.426 6.089 -1.373
C4 0.382 6.024 -2.524
C5 0.593 4.773 -3.450
N1 -0.535 3.821 -3.211
C6 -0.459 2.906 -2.334
N2 0.638 2.633 -1.444
C7 -0.081 2.785 -0.161
O1 0.796 2.312 0.859
C8 0.134 2.268 2.074
O2 -0.835 2.942 2.325
C9 0.710 1.239 3.044
C10 0.762 -0.085 2.535
C11 1.310 -1.120 3.321
C12 1.785 -0.780 4.611
C13 1.713 0.533 5.115
C14 1.182 1.591 4.326
C15 -1.402 1.984 -0.479
N3 -1.472 1.950 -1.962
C16 -1.299 0.592 -2.529
Cl1 -0.330 0.593 -4.054
C17 -2.730 0.046 -2.847
C18 -3.504 1.031 -3.787
H1 2.059 7.196 1.537
H2 0.245 7.216 1.682
H3 1.069 5.711 1.246
H4 -0.092 7.418 -0.571
H5 1.603 8.131 -0.619
H6 1.472 5.160 -0.774
H7 2.444 6.284 -1.764
H8 0.358 6.973 -3.120
H9 -0.623 5.942 -2.059
H10 1.551 4.290 -3.196
H11 0.552 5.012 -4.528
H12 -1.411 3.883 -3.732
H13 1.017 1.694 -1.589
H14 -0.157 3.872 0.024
H15 0.373 -0.295 1.528
H16 1.379 -2.139 2.925
H17 2.219 -1.587 5.217
H18 2.067 0.780 6.123
H19 1.139 2.629 4.677
H20 -1.471 0.997 0.020
H21 -2.211 2.640 -0.108
H22 -0.820 -0.062 -1.771
H23 -3.276 -0.041 -1.889
H24 -2.681 -0.923 -3.373
H25 -4.482 0.570 -4.019
H26 -3.613 2.030 -3.335
H27 -2.962 1.115 -4.749
C19 3.006 -0.432 -0.261
O3 3.391 -1.715 0.203
H28 3.103 0.278 0.559
H29 3.650 -0.119 -1.086
H30 1.961 -0.459 -0.594
H31 3.294 -2.325 -0.540
C20 2.062 -4.771 -1.557
O4 2.842 -3.967 -2.445
H32 2.294 -4.485 -0.532
H33 0.999 -4.606 -1.747
H34 2.305 -5.824 -1.702
H35 2.619 -4.238 -3.341
C21 0.416 -7.858 0.522
O5 -0.087 -7.187 -0.628
H36 1.034 -7.165 1.092
H37 -0.414 -8.197 1.146
H38 1.022 -8.712 0.216
H39 -0.627 -7.825 -1.110
C22 5.605 0.455 3.633
O6 5.100 1.124 2.483
H40 6.222 1.150 4.199
H41 4.775 0.118 4.261
H42 6.213 -0.400 3.328
H43 4.561 0.489 2.002
C23 0.216 9.536 4.221
O7 -0.515 9.229 3.037
H44 1.189 9.926 3.932
H45 -0.314 10.290 4.806
H46 0.355 8.634 4.823
H47 -1.371 8.886 3.312
C24 3.493 -10.375 1.630
O8 2.147 -10.283 2.095
H48 3.538 -9.977 0.618
H49 4.154 -9.795 2.277
H50 3.812 -11.420 1.621
H51 2.129 -10.640 2.988
C25 6.895 -8.072 3.296
O9 6.933 -9.471 3.039
H52 5.864 -7.786 3.493
H53 7.507 -7.833 4.169
H54 7.261 -7.519 2.427
H55 7.850 -9.706 2.867
C26 -1.518 9.186 -4.928
O10 -1.112 7.908 -4.431
H56 -1.395 9.918 -4.133
H57 -0.897 9.471 -5.779
H58 -2.566 9.155 -5.230
H59 -1.231 7.276 -5.147
C27 -2.858 -3.350 -0.475
O11 -2.555 -1.961 -0.299
H60 -3.825 -3.430 -0.968
H61 -2.096 -3.823 -1.096
H62 -2.906 -3.848 0.494
H63 -1.699 -1.910 0.139
C28 -3.386 4.446 1.510
O12 -3.957 4.150 0.233
H64 -2.383 4.836 1.353
H65 -3.989 5.197 2.026
H66 -3.328 3.539 2.114
H67 -4.844 3.805 0.382
C29 -0.125 -10.840 -2.731
O13 -0.500 -10.210 -1.508
H68 -0.505 -10.243 -3.556
H69 0.964 -10.902 -2.803
H70 -0.555 -11.842 -2.784
H71 -0.155 -10.751 -0.790
C30 -5.255 1.104 0.505
O14 -5.233 -0.302 0.268
H72 -6.292 1.419 0.607
H73 -4.715 1.334 1.428
H74 -4.798 1.635 -0.335
H75 -4.309 -0.578 0.179
C31 -7.724 -1.950 -1.718
O15 -7.360 -0.592 -1.526
H76 -8.647 -1.984 -2.294
H77 -6.939 -2.478 -2.270
H78 -7.886 -2.438 -0.753
H79 -6.537 -0.584 -1.013

DFT (ωB97M-V with the def2-TZVPD basis set) results for 6 unconnected molecules or ions with the total composition C31H79N7O11.

energy above the lowest of the compared OMol25 structures with the same formula, charge and spin	279.1	kJ/mol

Positions of all 128 atoms, in Å:
C1 0.722 -3.469 -7.261
O1 0.793 -3.015 -5.975
C2 1.625 -1.974 -5.635
C3 1.226 -1.330 -4.198
N1 2.195 -0.427 -3.608
C4 2.654 0.713 -4.467
C5 3.532 1.631 -3.683
O2 3.934 2.766 -4.611
C6 3.845 4.031 -4.058
H1 -0.044 -2.857 -7.738
H2 0.412 -4.500 -7.433
H3 1.662 -3.386 -7.805
H4 1.683 -1.197 -6.397
H5 2.679 -2.252 -5.668
H6 0.938 -2.077 -3.458
H7 0.252 -0.869 -4.363
H8 1.861 -0.016 -2.748
H9 1.807 1.123 -5.015
H10 3.322 0.418 -5.276
H11 4.336 0.974 -3.351
H12 3.129 2.077 -2.773
H13 4.149 4.845 -4.717
H14 4.509 4.138 -3.200
H15 2.860 4.398 -3.772
C7 0.364 -5.335 3.047
O3 0.750 -4.308 2.100
C8 2.185 -4.296 1.800
C9 2.529 -3.336 0.639
N2 2.565 -1.906 1.025
C10 3.371 -1.112 0.061
C11 4.098 -0.038 0.916
O4 4.713 -0.493 2.093
C12 5.512 0.463 2.659
H16 0.079 -4.877 3.994
H17 1.170 -6.007 3.340
H18 -0.426 -5.955 2.625
H19 2.423 -5.301 1.451
H20 2.914 -4.144 2.596
H21 1.816 -3.237 -0.179
H22 3.424 -3.643 0.098
H23 2.908 -1.791 1.968
H24 2.755 -0.629 -0.699
H25 4.150 -1.767 -0.328
H26 3.273 0.607 1.220
H27 4.781 0.573 0.327
H28 5.101 1.462 2.805
H29 6.479 0.575 2.170
H30 5.706 -0.023 3.616
C13 -5.686 4.338 -4.847
O5 -4.740 3.871 -3.922
C14 -4.683 2.464 -3.554
C15 -3.628 2.340 -2.430
N3 -2.339 2.908 -2.811
C16 -1.651 1.956 -3.733
C17 -0.196 2.398 -4.015
O6 0.052 2.789 -5.377
C18 -0.345 4.112 -5.735
H31 -5.115 4.271 -5.773
H32 -6.003 5.333 -4.535
H33 -6.616 3.769 -4.852
H34 -4.462 1.827 -4.410
H35 -5.671 2.117 -3.252
H36 -3.532 1.298 -2.122
H37 -4.148 2.859 -1.625
H38 -2.630 3.739 -3.304
H39 -2.118 1.750 -4.696
H40 -1.571 0.950 -3.322
H41 0.301 1.450 -3.808
H42 0.247 3.036 -3.250
H43 -1.430 4.195 -5.807
H44 0.020 4.173 -6.760
H45 0.166 4.897 -5.177
C19 -0.732 2.610 4.062
O7 -1.094 1.980 2.844
C20 -2.399 2.432 2.377
C21 -3.316 1.186 2.175
N4 -2.579 0.022 1.691
C22 -3.425 -1.044 1.416
C23 -2.619 -2.372 1.366
O8 -3.455 -3.486 1.052
C24 -2.656 -4.649 0.971
H46 -1.425 2.347 4.861
H47 -0.642 3.683 3.890
H48 0.295 2.390 4.353
H49 -2.282 2.961 1.430
H50 -2.957 3.147 2.981
H51 -4.135 1.381 1.484
H52 -3.711 0.858 3.136
H53 -1.772 -0.218 2.248
H54 -3.836 -0.808 0.435
H55 -4.245 -1.274 2.096
H56 -2.086 -2.333 2.316
H57 -1.935 -2.257 0.525
H58 -2.016 -4.712 0.091
H59 -3.267 -5.541 0.830
H60 -2.318 -4.866 1.984
C25 3.168 1.640 5.583
O9 2.210 0.572 5.493
C26 2.153 0.017 4.217
C27 1.242 -1.229 4.308
N5 -0.107 -0.924 4.563
C28 -0.838 -2.122 5.062
C29 -2.353 -1.717 5.236
O10 -2.427 -0.873 6.335
C30 -3.755 -0.785 6.914
H61 3.359 1.945 6.612
H62 2.930 2.512 4.974
H63 4.074 1.200 5.167
H64 3.136 -0.335 3.905
H65 1.914 0.683 3.388
H66 1.624 -1.898 5.079
H67 1.253 -1.849 3.412
H68 0.020 -0.338 5.375
H69 -0.480 -2.374 6.060
H70 -0.799 -3.006 4.426
H71 -2.999 -2.591 5.312
H72 -2.688 -1.213 4.330
H73 -4.268 -1.733 7.078
H74 -4.422 -0.246 6.241
H75 -3.647 -0.268 7.868
N6 -0.865 1.337 -0.461
C31 0.239 0.615 -0.508
N7 0.450 0.013 0.614
O11 0.921 0.499 -1.468
H76 -1.128 1.872 -1.276
H77 -1.481 1.317 0.339
H78 1.270 -0.559 0.758
H79 -0.044 0.332 1.435

no.,HOMO (eV),orbital gap (eV)
1,-4.3,6.13
2,-11.3,8.04
3,-7.7,8.36